(1)
The following is a quantum chemistry calculation of C25H22AsMnOS7 as an isolated structure, from OMol25.

Output
Spin multiplicity ... 6
Molar mass ... 692.78 g/mol
Charge ... -1
LUMO (alpha / beta) ... 0.084 / 0.084 hartree
<S²> ... 8.762
Total energy ... -196338.66714 eV

```
57
Properties=species:S:1:pos:R:3:forces:R:3:mulliken_charge:R:1
Mn -0.790456 -0.275639 1.362619 -0.33 -0.36 0.98 0.630
S -0.755159 -2.172031 -0.227435 -0.25 -0.10 0.33 -0.419
C -0.075743 -1.882377 -1.807979 0.06 0.32 0.09 0.634
C -0.174383 -2.887503 -2.771695 0.01 0.03 0.00 -0.781
C 0.351864 -2.708971 -4.033705 0.10 -0.04 -0.14 -0.566
C 0.983897 -1.519240 -4.366568 0.05 0.06 -0.10 -0.755
C 1.068402 -0.504474 -3.426055 0.03 0.20 -0.01 -0.305
C 0.545988 -0.667182 -2.150399 -0.04 -0.13 0.08 -0.205
As 0.718471 0.652143 -0.717736 0.30 0.17 -1.14 1.089
C 1.516498 2.146464 -1.740501 -0.01 -0.03 0.29 -0.285
C 0.802286 3.247864 -2.194439 -0.32 -0.24 0.05 0.049
C 1.444780 4.280205 -2.854495 0.02 0.15 -0.11 -0.747
C 2.811542 4.227136 -3.064549 0.10 0.02 0.01 -0.373
C 3.542717 3.147967 -2.589341 0.02 0.05 -0.08 -0.613
C 2.898366 2.122746 -1.921666 -0.15 -0.34 0.15 -0.229
C -1.143528 1.289005 -0.704521 -0.16 0.49 -0.26 -0.488
C -1.479512 2.374126 0.112901 0.41 -0.07 -0.18 -0.028
C -2.781137 2.847003 0.157470 -0.16 0.17 -0.16 -0.628
C -3.762601 2.259911 -0.624068 0.05 0.17 0.14 -0.458
C -3.435359 1.208564 -1.462497 0.02 -0.15 -0.12 -0.786
C -2.140183 0.731010 -1.507654 0.18 -0.26 -0.10 0.087
H -0.675310 -3.806679 -2.504930 -0.03 -0.09 0.01 0.461
H 0.275670 -3.504023 -4.764502 -0.01 -0.03 -0.03 0.338
H 1.406139 -1.381016 -5.352986 -0.01 0.02 -0.04 0.377
H 1.536959 0.439328 -3.684702 0.02 -0.07 -0.06 0.376
H -0.269532 3.294100 -2.033360 0.07 0.02 -0.05 0.340
H 0.875868 5.130223 -3.209493 -0.02 0.01 0.00 0.387
H 3.310805 5.030212 -3.586374 0.05 0.08 -0.04 0.365
H 4.612316 3.113369 -2.737372 0.09 -0.02 0.00 0.380
H 3.456234 1.275503 -1.530798 0.08 0.11 -0.06 0.384
H -0.703869 2.855645 0.707612 -0.17 -0.13 0.09 0.475
H -3.034109 3.656540 0.825645 0.02 0.05 0.06 0.425
H -4.785815 2.606959 -0.576432 -0.02 0.08 0.04 0.367
H -4.185999 0.747923 -2.089411 -0.09 -0.01 -0.02 0.399
H -1.900196 -0.089835 -2.176472 -0.02 0.07 0.12 0.326
S 0.055709 5.064646 6.196610 0.06 0.41 0.35 -0.339
C -0.147673 3.768924 5.210101 -0.09 -0.45 -0.27 0.115
S 1.170783 2.854366 4.550752 -0.75 0.12 0.03 -0.131
C 0.212524 1.722195 3.605277 -0.75 0.43 0.49 0.139
C -1.143186 1.868951 3.671317 0.88 0.39 0.27 0.179
S -2.342112 0.987209 2.818779 -0.65 -0.37 -0.15 -0.454
S -1.705309 3.168876 4.724452 0.72 -0.02 -0.12 -0.122
S 1.087635 0.575944 2.671012 0.54 -0.25 -0.29 -0.544
O -1.191421 -1.858948 2.870934 -0.84 0.55 -0.34 -0.439
S -0.504027 -2.941765 3.607358 0.78 -0.90 -0.42 0.127
C 1.151723 -3.105265 2.794577 -0.19 0.05 0.05 -0.128
C 1.115894 -4.323463 1.890451 0.01 -0.20 -0.07 -0.340
C 0.150598 -5.317784 2.524743 0.08 -0.02 -0.12 -0.655
C -1.096063 -4.520021 2.842011 0.15 0.22 0.40 -0.616
H 1.896902 -3.181735 3.582518 0.06 0.03 0.09 0.449
H 1.294968 -2.169038 2.242618 -0.04 -0.15 0.30 -0.144
H 2.110231 -4.749731 1.754863 0.04 0.01 -0.01 0.396
H 0.724057 -4.026596 0.916346 0.09 -0.02 0.01 -0.028
H 0.572110 -5.724909 3.446009 0.05 -0.13 0.03 0.304
H -0.071791 -6.143872 1.849625 -0.02 -0.10 0.04 0.337
H -1.775004 -5.018892 3.530274 -0.05 0.05 0.05 0.388
H -1.632460 -4.214066 1.945263 0.01 0.13 -0.06 0.287
```
Positions in Å, forces in eV/Å.

---

(2)
The following is a quantum chemistry calculation of a 2-piece molecular cluster, C2H5O2 overall, from OMol25.

Output
Spin multiplicity ... 2
Molar mass ... 61.06 g/mol
LUMO (alpha / beta) ... 0.031 / -0.080 hartree
<S²> ... 0.772
Total energy ... -6247.77556 eV

```
9
Properties=species:S:1:pos:R:3:forces:R:3:mulliken_charge:R:1
O -0.162789 -2.348267 0.483983 0.58 0.19 -0.58 -0.660
H -0.027374 -1.690820 -0.232140 -0.19 -0.48 0.23 0.415
O -0.357059 -0.196198 -1.289443 0.18 0.73 0.98 -0.563
C -0.039173 0.934391 -0.820817 -0.88 -2.17 -2.62 0.326
C 0.373089 1.118467 0.488116 0.23 0.78 0.37 -0.676
H -0.098683 1.667025 -1.629789 0.45 0.98 0.71 0.393
H 0.161779 0.368650 1.233137 0.26 -0.07 0.04 0.190
H 0.910833 2.029237 0.710272 -0.11 -0.01 0.39 0.290
H -0.760623 -1.882485 1.056682 -0.52 0.07 0.49 0.285
```
Positions in Å, forces in eV/Å.

---

(3)
The following is a quantum chemistry calculation of a 12-piece molecular cluster, C51H93F18N3O15 overall, from OMol25.

Output
Molar mass ... 1330.28 g/mol
SMILES ... CCOC(=O)C(F)(F)F.CCOC(=O)C(F)(F)F.CCOC(=O)C(F)(F)F.CCOC(=O)C(F)(F)F.CCOC(=O)C(F)(F)F.CCOC(=O)C(F)(F)F.CCN(CC)CC.CCN(CC)CC.CCN(CC)CC.CC(C)=O.CC(C)=O.CC(C)=O
LUMO ... 0.007 hartree
Total energy ... -138493.88473 eV

```
180
Properties=species:S:1:pos:R:3:forces:R:3:mulliken_charge:R:1
C -4.900306 3.921533 6.035033 0.57 -0.45 0.92 -1.712
C -4.183419 2.586455 6.239685 -0.49 0.23 0.11 0.636
N -2.784685 2.727635 6.640656 -0.32 -0.73 -0.54 0.519
C -2.540456 3.595605 7.793527 0.49 0.19 -0.32 -0.929
C -3.073403 3.048579 9.121570 0.02 0.04 -0.53 -1.188
C -2.213441 1.384117 6.722835 1.22 0.18 0.02 -0.521
C -0.692283 1.428740 6.761026 0.39 0.50 0.49 -1.229
H -4.198127 4.562075 5.501133 -0.45 0.30 -0.21 0.351
H -5.098568 4.325499 7.031025 0.04 0.39 -0.15 0.380
H -5.876622 3.807798 5.570420 0.17 -0.02 -0.39 0.432
H -4.752159 1.990192 6.972459 -0.04 -0.12 -0.06 0.572
H -4.197431 2.029279 5.303307 0.12 -0.05 0.03 -0.837
H -1.464138 3.778179 7.838661 0.03 -0.15 0.12 0.403
H -2.934483 4.566142 7.492428 -0.29 0.03 0.45 0.642
H -3.075578 3.735046 9.966620 -0.01 0.31 -0.24 0.411
H -4.095010 2.732639 8.904699 -0.04 -0.23 0.52 0.278
H -2.453491 2.205821 9.429310 -0.25 -0.20 -0.02 0.271
H -2.443105 0.814439 5.819504 -0.55 0.15 0.04 0.153
H -2.549540 0.803854 7.592053 -0.32 -0.01 -0.05 0.406
H -0.330934 1.924090 7.668053 -0.04 -0.16 0.08 0.628
H -0.287977 2.039738 5.949714 -0.13 -0.20 -0.22 0.026
H -0.241983 0.435405 6.748284 -0.11 -0.03 -0.12 0.371
C -3.031650 2.567896 2.819574 -0.36 -0.46 -0.43 -1.704
C -2.071281 2.129795 1.711931 -0.27 0.00 -0.24 1.823
N -1.645892 0.739924 1.795750 0.37 -0.41 0.45 1.483
C -0.884970 0.285457 0.631353 -0.12 -0.08 0.08 0.747
C 0.518061 0.868693 0.542685 0.39 0.60 -0.43 -0.506
C -0.952310 0.477426 3.040272 -0.80 -0.06 1.31 1.103
C -0.926058 -0.979133 3.466754 0.92 -0.39 -0.32 -1.263
H -3.725572 1.771155 3.100361 0.27 -0.26 -0.04 -0.669
H -3.696383 3.314855 2.382012 0.28 0.48 0.37 0.671
H -2.517344 2.899083 3.720244 -0.14 0.30 -0.01 0.588
H -2.585445 2.219310 0.750789 0.09 0.14 0.00 -0.077
H -1.231073 2.841489 1.710405 0.06 -0.05 -0.12 -1.052
H -0.857270 -0.807620 0.600370 -0.04 0.03 0.24 -0.651
H -1.477302 0.567866 -0.243156 0.16 0.14 -0.09 -0.675
H 1.320540 0.409256 1.124303 -0.38 -0.35 0.28 0.451
H 0.886048 0.866692 -0.487397 -0.10 0.08 -0.04 0.800
H 0.484524 1.908473 0.869381 0.08 0.02 -0.15 -0.537
H -1.534819 0.934178 3.846077 -0.11 0.29 -0.24 -0.642
H 0.035320 0.941031 3.175142 0.12 -0.04 -0.51 -0.518
H -0.136485 -1.564233 2.975821 -0.15 0.07 -0.27 0.453
H -1.875363 -1.479492 3.273400 -0.09 0.16 0.05 -0.347
H -0.661324 -1.054137 4.522616 -0.31 0.08 0.08 0.436
C 6.559690 6.131817 -1.491213 0.66 -0.01 -0.55 -1.219
C 6.159137 4.771575 -0.946851 -0.03 1.14 1.72 -0.621
N 4.987751 4.859834 -0.068322 -0.68 -0.36 -1.09 0.543
C 5.070867 5.772891 1.057596 -0.50 0.22 -0.05 -0.239
C 6.109312 5.448094 2.107787 0.25 0.06 -0.02 -1.277
C 4.530613 3.503486 0.253814 0.37 0.80 0.65 -1.374
C 3.304109 3.493042 1.180287 0.60 -0.91 -0.71 0.030
H 7.565699 6.022838 -1.909203 -0.22 0.04 -0.48 0.428
H 6.696983 6.958664 -0.794284 -0.32 -0.34 0.46 0.320
H 5.848112 6.472640 -2.242249 0.14 0.00 -0.14 0.130
H 5.962378 4.076399 -1.760381 -0.08 -0.04 0.01 0.407
H 6.987592 4.384398 -0.331818 0.24 -0.27 -0.37 0.450
H 5.190644 6.806649 0.723749 0.33 -0.16 -0.34 0.550
H 4.078386 5.840202 1.512764 0.03 -0.36 0.08 -0.168
H 7.106333 5.453903 1.661273 0.05 0.00 0.14 0.299
H 6.078151 6.217565 2.880760 0.09 -0.14 0.12 0.444
H 5.942950 4.465869 2.552519 0.01 0.05 0.10 0.235
H 5.361222 2.956914 0.732521 -0.09 -0.20 0.14 0.528
H 4.360717 2.978805 -0.687479 -0.33 0.11 -0.03 0.526
H 3.607116 3.486958 2.226801 -0.12 0.28 0.05 0.384
H 2.818921 2.535153 0.982734 -0.33 0.12 0.22 -0.310
H 2.620874 4.301485 0.937910 -0.06 -0.03 0.04 -0.115
C 0.534212 4.782552 3.895234 -0.38 0.38 0.53 -0.417
C 1.322335 5.978051 3.392998 0.65 -0.87 -0.89 -0.225
O 0.616460 7.211772 3.543160 -0.01 0.45 0.27 -0.345
C -0.425643 7.446813 2.768372 0.02 -0.38 -0.23 0.355
O -0.863994 6.736787 1.912402 -0.01 0.05 -0.03 -0.489
C -1.075359 8.809355 3.088770 -0.10 -0.03 0.65 0.805
F -1.409924 9.418818 1.960042 0.09 0.19 -0.02 -0.242
F -2.192351 8.637109 3.819694 0.06 -0.19 -0.21 -0.248
F -0.269555 9.591023 3.815899 0.02 0.13 -0.35 -0.250
H 0.306856 4.961588 4.949222 0.17 -0.38 0.10 0.533
H 1.066799 3.843462 3.750912 0.24 0.11 0.16 -0.069
H -0.438146 4.659479 3.417165 0.14 0.24 -0.33 0.036
H 1.656510 5.816848 2.363024 -0.62 0.27 -0.24 0.067
H 2.278153 6.137884 3.890663 -0.29 -0.06 0.59 0.414
C 5.460446 -3.103230 5.877143 -0.31 -0.78 -0.95 -1.246
C 5.562156 -1.739260 5.242224 -0.18 0.45 0.91 -0.219
O 4.231847 -1.223643 5.028137 -0.99 -0.63 -0.25 -0.074
C 4.105266 0.061467 4.766678 0.45 -0.37 0.69 -0.333
O 5.012936 0.816629 4.630496 0.50 0.78 -0.43 -0.566
C 2.659476 0.575839 4.848777 0.02 -0.78 0.11 1.411
F 2.502453 1.188805 6.020591 0.02 0.36 0.06 -0.315
F 2.441956 1.425274 3.856435 -0.19 0.36 -0.14 -0.115
F 1.753953 -0.402289 4.792461 0.02 -0.05 -0.20 -0.097
H 4.970528 -3.848464 5.241498 0.04 0.26 -0.34 0.289
H 4.853068 -3.134929 6.779641 0.46 0.38 0.31 0.318
H 6.477253 -3.479766 5.989847 -0.05 0.04 0.54 0.401
H 6.120324 -1.709449 4.309125 0.00 -0.07 0.01 0.328
H 6.008474 -1.063916 5.975893 0.33 0.06 -0.31 0.317
C -5.659635 -0.532384 4.070984 -0.69 0.06 -0.31 -1.327
C -5.301353 -0.795107 2.611521 -0.75 -0.80 1.10 0.412
O -5.460597 0.349293 1.783707 1.23 0.73 -0.77 0.007
C -6.636866 0.911880 1.563037 0.59 -1.19 0.65 0.134
O -7.667360 0.537449 2.023229 -0.81 0.16 0.03 -0.534
C -6.521607 2.092783 0.593730 -0.63 -0.07 0.07 1.028
F -7.282242 1.839021 -0.475902 0.07 -0.07 -0.22 -0.288
F -7.011241 3.186777 1.176216 0.20 0.23 0.09 -0.286
F -5.280726 2.309865 0.197578 0.30 0.23 -0.12 -0.143
H -5.411194 0.481405 4.381534 0.28 -0.05 -0.01 0.155
H -5.153796 -1.257803 4.705659 0.00 0.06 0.07 0.428
H -6.739497 -0.634086 4.180225 0.06 -0.02 0.25 0.404
H -5.943863 -1.591290 2.227933 0.04 0.01 -0.09 0.770
H -4.275624 -1.160652 2.601025 0.17 0.63 -0.75 -0.720
C -1.536420 3.994963 -6.115260 -0.37 -0.14 0.02 -1.050
C -1.943887 2.533935 -5.907830 -0.23 0.91 -1.75 0.166
O -2.510070 2.260363 -4.642207 0.63 -0.65 1.38 -0.089
C -3.719470 2.696998 -4.336987 0.37 0.26 -0.86 -0.055
O -4.442469 3.289885 -5.076637 -0.53 0.10 0.06 -0.567
C -4.095943 2.386642 -2.876636 0.60 0.52 0.66 1.237
F -5.245296 1.717919 -2.803715 0.11 -0.07 -0.07 -0.274
F -3.126475 1.691675 -2.261925 -0.39 -0.33 -0.08 -0.334
F -4.226279 3.533235 -2.186270 -0.16 -0.21 -0.43 -0.270
H -1.242527 4.125913 -7.158191 0.15 -0.13 0.02 0.418
H -0.717284 4.304720 -5.470096 -0.03 -0.06 0.08 0.085
H -2.388491 4.658215 -5.970012 0.03 -0.01 0.17 0.396
H -1.076670 1.903670 -6.094381 -0.12 -0.23 0.72 -0.135
H -2.675328 2.258796 -6.673648 -0.08 0.07 0.07 0.392
C -4.097380 -1.517877 -2.418673 -0.78 -1.17 -0.20 -1.516
C -4.233567 -1.227022 -0.927021 -0.39 1.57 -1.09 0.430
O -3.233819 -1.941411 -0.200251 0.74 -0.03 0.06 0.211
C -3.525821 -3.132794 0.250968 -0.67 -0.57 0.19 0.099
O -4.611858 -3.631424 0.318485 -0.15 -0.06 -0.07 -0.558
C -2.301250 -3.963624 0.708186 -0.37 0.47 0.11 0.887
F -1.276787 -3.185266 1.082865 0.12 -0.25 -0.12 -0.162
F -2.645257 -4.728121 1.744773 0.18 0.03 -0.13 -0.265
F -1.915048 -4.755568 -0.299597 0.18 0.08 0.13 -0.293
H -3.047793 -1.629824 -2.683406 -0.01 0.18 -0.13 0.214
H -4.619560 -0.846016 -3.101435 0.35 0.71 0.49 0.341
H -4.632191 -2.437367 -2.685734 0.45 -0.35 0.33 0.443
H -5.245453 -1.364612 -0.553549 0.12 -0.51 0.16 0.399
H -4.009199 -0.170296 -0.780856 0.23 -0.11 0.33 -0.267
C 3.028685 6.278381 -3.162249 -0.37 0.31 0.90 -1.401
C 2.581979 4.828812 -3.141901 0.47 0.55 -1.27 -0.147
O 1.699660 4.600602 -2.042940 0.14 -0.22 0.58 0.364
C 0.421199 4.860680 -2.235373 0.38 -0.50 -0.15 -0.412
O -0.081033 5.297483 -3.223046 -0.37 0.40 -0.51 -0.589
C -0.434830 4.401244 -1.046905 0.26 0.09 0.05 0.974
F -1.316092 5.324289 -0.706050 -0.22 0.27 0.01 -0.248
F -1.094056 3.293313 -1.380109 -0.22 -0.34 -0.25 -0.155
F 0.320630 4.115378 0.004443 0.20 0.05 0.58 -0.029
H 3.810905 6.542658 -3.871431 -0.15 -0.38 -0.30 0.390
H 3.430941 6.519623 -2.174315 -0.05 0.02 0.01 0.196
H 2.145171 6.897378 -3.326061 0.17 0.18 -0.12 0.376
H 3.445372 4.173020 -3.066904 -0.27 -0.29 0.44 0.382
H 2.048184 4.596634 -4.063821 0.03 -0.18 0.06 0.285
C -0.892864 -4.107736 4.694782 0.16 -0.95 -1.23 -0.823
C 0.283838 -3.584884 5.450785 -0.51 0.00 1.73 1.129
O 0.123257 -2.890912 6.436153 0.28 0.06 -0.44 -0.611
C 1.631392 -4.069255 5.023955 0.44 -0.03 -1.02 -1.017
H -1.752110 -4.418153 5.281863 0.04 0.50 0.31 0.395
H -0.586182 -4.988601 4.119813 -0.01 -0.04 0.08 0.392
H -1.168711 -3.396419 3.916980 -0.22 0.14 0.21 -0.079
H 1.891136 -5.022365 5.489560 -0.25 0.02 0.20 0.422
H 2.439901 -3.366320 5.208325 -0.16 0.17 0.20 -0.008
H 1.580904 -4.273720 3.949912 0.23 0.01 0.00 0.341
C 2.485597 -1.844447 -0.624475 0.45 -0.71 -0.30 -0.465
C 1.946245 -2.926713 -1.542836 -0.30 -0.12 -0.51 0.801
O 1.860768 -2.791356 -2.745035 0.19 0.28 0.25 -0.572
C 1.507382 -4.225757 -0.901980 -0.31 0.51 0.09 -0.874
H 1.704562 -1.537836 0.068284 0.02 0.21 -0.04 -0.268
H 2.924711 -1.032981 -1.199576 -0.39 0.19 -0.01 0.211
H 3.301957 -2.275468 -0.036576 -0.13 -0.06 0.16 0.537
H 0.872658 -3.997022 -0.041221 0.45 -0.18 0.27 -0.029
H 2.420052 -4.762305 -0.638398 -0.21 -0.18 0.32 0.378
H 0.887949 -4.813354 -1.573996 0.27 -0.01 -0.27 0.305
C 1.403934 0.801617 -5.801569 1.07 -0.81 -0.78 -1.593
C 1.104409 0.827355 -4.330567 -0.33 0.80 -0.10 0.764
O 1.600292 1.703272 -3.654956 0.04 -0.09 0.28 -0.463
C 0.188319 -0.204480 -3.759522 -0.43 -0.45 0.04 -0.123
H 1.992915 1.665721 -6.103822 -0.50 0.36 0.09 0.296
H 0.590331 0.571994 -6.490020 -0.27 0.29 0.27 0.390
H 2.110752 -0.012675 -6.021077 -0.13 -0.20 0.39 0.403
H 0.174783 -0.180982 -2.671355 0.37 -0.07 0.00 -0.395
H 0.473061 -1.183069 -4.148235 0.03 -0.10 0.27 0.517
H -0.860274 -0.063183 -4.041597 0.13 0.33 -0.37 0.183
```
Positions in Å, forces in eV/Å.

---

Going through the records in order, we get largest force on an atom values of 1.3; 3.5; 2.1 eV Å⁻¹.